{
  "formula": "C13H36N7O18P",
  "method": "ωB97M-V with the def2-TZVPD basis set",
  "e_lumo_ev": -0.263,
  "homo_ev": -10.479,
  "relative_energy_kj_mol": 0.0,
  "gap_ev": 10.2159,
  "largest_force_ev_per_a": 3.6,
  "species": ["C", "C", "O", "P", "O", "O", "C", "C", "O", "C", "C", "H", "H", "H", "H", "H", "H", "H", "H", "H", "H", "H", "H", "H", "H", "H", "C", "N", "O", "O", "H", "H", "H", "C", "N", "O", "O", "H", "H", "H", "C", "N", "O", "O", "H", "H", "H", "C", "N", "O", "O", "H", "H", "H", "C", "N", "O", "O", "H", "H", "H", "C", "N", "O", "O", "H", "H", "H", "C", "N", "O", "O", "H", "H", "H"],
  "coordinates": [[1.776130, -13.858950, 13.978244], [0.985332, -13.073099, 12.925040], [1.524154, -13.331986, 11.618534], [0.574092, -13.620232, 10.427030], [1.117641, -14.323809, 9.279617], [0.001051, -12.199991, 10.141870], [-0.892227, -11.921125, 9.026713], [-0.997850, -10.459692, 8.888287], [-0.656351, -14.369183, 11.067111], [-0.673600, -15.809542, 11.087978], [-1.003607, -16.426467, 9.730635], [1.488576, -14.913382, 13.952620], [2.841967, -13.741197, 13.804710], [1.507768, -13.474078, 14.960080], [-0.080178, -13.274878, 12.990256], [1.124805, -11.998377, 13.092917], [-0.526264, -12.392374, 8.107428], [-1.869430, -12.387256, 9.209362], [-1.337055, -10.010301, 9.816513], [-0.025358, -10.047801, 8.615543], [-1.674265, -10.180379, 8.077246], [0.276925, -16.199093, 11.446989], [-1.469291, -16.070047, 11.776445], [-1.727036, -17.230960, 9.870038], [-1.371062, -15.695123, 9.023038], [-0.116348, -16.908721, 9.322928], [2.115943, -20.530790, 9.108824], [1.402926, -19.439711, 9.835402], [2.044792, -18.439531, 10.082132], [0.249379, -19.597900, 10.130152], [2.686581, -20.071970, 8.309464], [1.353685, -21.194339, 8.733059], [2.770923, -21.021078, 9.818373], [5.612247, -21.649144, 13.213454], [5.081408, -21.287235, 11.860061], [5.724404, -21.608649, 10.888279], [4.014856, -20.722823, 11.835836], [5.817904, -20.706856, 13.718169], [6.499830, -22.253970, 13.116094], [4.848487, -22.204474, 13.743318], [5.217435, -21.620637, 6.260711], [6.522815, -21.996245, 5.664916], [7.368014, -22.423854, 6.400524], [6.659529, -21.837328, 4.448425], [5.018018, -20.563036, 6.129479], [5.262824, -21.891989, 7.307294], [4.398457, -22.159063, 5.802136], [3.269767, -16.050029, 11.645751], [4.511956, -16.540372, 10.932793], [5.005557, -17.585861, 11.302643], [4.936714, -15.877154, 10.006726], [2.620961, -16.885162, 11.861985], [2.759712, -15.387811, 10.953486], [3.598553, -15.505989, 12.521682], [0.858805, -24.970903, 8.793517], [0.876569, -23.920567, 9.851164], [-0.191641, -23.619116, 10.339587], [1.951603, -23.479909, 10.223679], [1.452691, -25.798792, 9.160067], [1.376340, -24.558334, 7.931262], [-0.168048, -25.214578, 8.589084], [2.797123, -16.187014, 7.496383], [3.865012, -17.072917, 6.999320], [4.360002, -16.770323, 5.980200], [4.129494, -18.079111, 7.607323], [3.215784, -15.223844, 7.738676], [2.278018, -16.625028, 8.339454], [2.052420, -16.122891, 6.705285], [0.060256, -22.261767, 4.405006], [0.861992, -22.350964, 5.651893], [2.041231, -22.452955, 5.505358], [0.242334, -22.464182, 6.674467], [-0.893786, -22.746615, 4.502080], [0.649378, -22.742024, 3.625803], [0.019075, -21.212606, 4.116611]],
  "atomic_forces_ev_per_a": [[-0.779, 0.108, -0.543], [0.774, 0.751, 0.951], [0.603, -0.365, 0.583], [-1.096, -0.078, -0.453], [0.937, -0.388, -0.514], [-0.619, 0.918, -0.507], [-0.196, -1.413, -0.053], [0.212, 1.045, -0.382], [-0.508, -0.239, 0.107], [-0.448, -0.230, -0.449], [0.408, -0.606, 0.210], [0.222, 0.023, -0.040], [0.061, -0.012, 0.105], [0.113, 0.035, 0.093], [0.020, -0.181, -0.209], [-0.039, -0.158, -0.012], [0.318, 0.053, 0.247], [0.178, 0.079, 0.316], [-0.046, 0.147, 0.050], [0.027, 0.098, 0.186], [-0.124, -0.141, 0.132], [0.051, 0.040, 0.182], [0.095, 0.098, 0.337], [-0.133, 0.144, -0.088], [-0.149, 0.145, -0.047], [0.008, 0.208, -0.184], [-0.268, 0.119, -0.111], [0.851, -0.097, -0.361], [0.101, 0.378, 0.172], [-0.815, -0.191, 0.223], [0.124, 0.135, 0.052], [-0.081, -0.208, -0.042], [0.061, 0.026, 0.101], [0.035, 0.273, 0.032], [0.138, -0.559, 0.287], [0.201, -0.025, -0.154], [-0.394, 0.275, 0.062], [-0.024, -0.095, 0.019], [0.204, 0.032, -0.249], [-0.237, 0.101, -0.043], [-0.460, -0.093, 0.510], [-0.453, 0.507, -1.675], [0.546, -0.308, 0.429], [-0.228, -0.135, 1.091], [0.357, 0.170, -0.051], [0.080, 0.163, 0.148], [0.207, -0.240, -0.393], [0.288, 0.195, -0.807], [-0.304, -0.507, -0.130], [-0.120, 0.244, 0.273], [-0.172, 0.200, 0.188], [0.253, -0.344, 0.230], [0.188, 0.102, 0.004], [0.047, -0.083, 0.121], [0.683, 0.445, -0.153], [-0.011, -0.124, 0.718], [-0.018, 0.120, -0.163], [-0.204, -0.242, -0.472], [-0.103, -0.172, 0.160], [-0.124, 0.068, -0.044], [-0.194, -0.129, -0.041], [-1.039, -0.110, 0.298], [-1.451, -0.465, 1.739], [1.603, 1.112, -2.995], [0.098, -0.987, 0.882], [0.076, 0.180, 0.002], [0.437, -0.081, 0.308], [0.270, 0.287, -0.208], [0.735, 0.433, -1.096], [-1.561, -1.109, -1.318], [1.672, 0.311, 0.385], [-0.185, 0.287, 1.299], [-0.317, 0.149, 0.382], [-0.010, -0.106, 0.139], [-0.371, 0.018, 0.235]]
}

---

{
  "formula": "C13H37ClFN12O30PS",
  "method": "ωB97M-V with the def2-TZVPD basis set",
  "e_lumo_ev": -1.770,
  "homo_ev": -9.677,
  "gap_ev": 7.9069,
  "largest_force_ev_per_a": 6.4,
  "species": ["O", "C", "O", "P", "O", "Cl", "O", "S", "O", "O", "F", "H", "C", "N", "O", "O", "H", "H", "H", "C", "N", "O", "O", "H", "H", "H", "C", "N", "O", "O", "H", "H", "H", "C", "N", "O", "O", "H", "H", "H", "C", "N", "O", "O", "H", "H", "H", "C", "N", "O", "O", "H", "H", "H", "C", "N", "O", "O", "H", "H", "H", "C", "N", "O", "O", "H", "H", "H", "C", "N", "O", "O", "H", "H", "H", "C", "N", "O", "O", "H", "H", "H", "C", "N", "O", "O", "H", "H", "H", "C", "N", "O", "O", "H", "H", "H"],
  "coordinates": [[2.518951, -0.937747, -2.880749], [2.402687, -2.037213, -2.329377], [3.465048, -2.930841, -2.036753], [5.020124, -2.185416, -2.257072], [5.103971, -0.679062, -1.403229], [5.254382, -1.781717, -4.352613], [1.098799, -2.505398, -1.875430], [-0.124890, -1.870690, -2.818594], [-0.009619, -2.197801, -4.273453], [-0.378398, -0.394524, -2.570726], [-1.554418, -2.639059, -2.301557], [4.971550, 0.055785, -2.051253], [5.955359, 3.573964, -0.349824], [6.496945, 2.549829, -1.281531], [7.604070, 2.094754, -1.035258], [5.788915, 2.239805, -2.230328], [6.684816, 3.750384, 0.438586], [5.784166, 4.475594, -0.923202], [5.026375, 3.183449, 0.063979], [3.028285, 6.371045, -1.855746], [3.413295, 5.964148, -0.479310], [4.592250, 5.692460, -0.280057], [2.528015, 5.929681, 0.352190], [3.914492, 6.356759, -2.487000], [2.287622, 5.657282, -2.214352], [2.613428, 7.376318, -1.796874], [0.920258, -0.026940, 0.340372], [2.221400, 0.421242, 0.898273], [2.294259, 1.570415, 1.305114], [3.126855, -0.396562, 0.908653], [0.211630, 0.797485, 0.393616], [1.091393, -0.321132, -0.693895], [0.575985, -0.871745, 0.942871], [-3.361515, -4.523287, -4.174928], [-4.527029, -5.158431, -4.843478], [-5.450835, -5.520604, -4.134651], [-4.471967, -5.270402, -6.055816], [-3.548863, -4.491049, -3.103453], [-2.484521, -5.130866, -4.394058], [-3.258012, -3.516494, -4.577205], [7.020621, -6.315803, -0.599896], [7.072740, -5.278355, -1.662054], [8.040502, -5.280011, -2.400176], [6.134981, -4.495084, -1.715455], [7.912181, -6.935605, -0.671280], [6.983791, -5.801124, 0.359757], [6.122860, -6.910019, -0.765316], [6.679943, 8.590479, -0.868106], [5.588943, 9.397016, -1.474928], [5.331158, 10.469273, -0.958565], [5.029210, 8.922036, -2.450850], [7.083541, 9.132368, -0.015094], [6.249717, 7.640060, -0.553486], [7.444353, 8.445933, -1.630531], [-3.576969, 1.144622, -2.972353], [-4.278367, 1.538779, -1.722834], [-5.140870, 0.784497, -1.300043], [-3.939988, 2.590094, -1.210232], [-3.979061, 0.193089, -3.314680], [-3.756699, 1.924517, -3.711128], [-2.516274, 1.053793, -2.741040], [-7.555199, 0.682006, 0.599783], [-8.735165, 0.793643, 1.496916], [-9.504180, 1.717608, 1.298990], [-8.847549, -0.052397, 2.370042], [-7.585266, 1.495079, -0.121990], [-6.662792, 0.750368, 1.219853], [-7.614701, -0.282297, 0.097012], [-10.891799, -1.859791, 3.980081], [-11.008770, -3.340837, 4.003132], [-11.987326, -3.819483, 4.552496], [-10.111697, -3.973250, 3.468161], [-11.753315, -1.431556, 4.488980], [-9.967394, -1.594401, 4.495494], [-10.866236, -1.548279, 2.937065], [-6.641339, -1.606888, 6.032354], [-7.658442, -0.570268, 5.719401], [-7.256504, 0.549832, 5.462932], [-8.827277, -0.921857, 5.743116], [-5.652475, -1.156224, 5.974319], [-6.841588, -1.969943, 7.039520], [-6.747060, -2.403174, 5.296280], [-2.089930, -2.520276, 3.031430], [-1.173155, -1.775550, 2.129775], [-0.098429, -1.418165, 2.592072], [-1.563561, -1.575891, 0.991162], [-1.615729, -2.623918, 4.005447], [-3.011700, -1.945226, 3.109793], [-2.269438, -3.496734, 2.583397], [7.506694, -0.434262, 1.447130], [7.393101, -1.915306, 1.472313], [6.410625, -2.389763, 2.016698], [8.292564, -2.548080, 0.943372], [6.640681, -0.007830, 1.950038], [8.425623, -0.166100, 1.966903], [7.537158, -0.124759, 0.402941]],
  "atomic_forces_ev_per_a": [[-0.564, -3.972, 2.007], [1.832, 2.011, -1.260], [-3.705, 3.338, -0.925], [2.281, 1.247, 1.407], [-1.082, -1.526, -2.870], [-0.749, 0.235, 1.139], [-0.546, 0.103, -1.328], [-2.328, 4.417, -4.016], [0.092, -0.215, 4.901], [0.955, -5.406, 0.318], [3.452, 0.883, -0.263], [0.051, -0.191, 0.702], [0.459, -0.405, 0.075], [0.309, -0.199, 0.269], [-0.676, 0.034, -0.433], [0.418, -0.057, 0.371], [-0.053, -0.118, -0.141], [0.163, -0.505, -0.135], [0.018, 0.080, -0.168], [0.138, 0.001, -0.389], [-0.402, 0.134, 0.208], [-1.024, 1.035, 0.375], [0.686, -0.086, -0.339], [-0.091, 0.034, 0.169], [-0.024, 0.123, 0.147], [-0.034, -0.148, 0.023], [-0.031, -0.086, -0.251], [-0.023, 0.076, 0.004], [0.257, -0.444, -0.101], [-0.284, 0.425, 0.051], [0.156, -0.077, 0.017], [0.056, 0.225, 0.242], [0.563, 0.590, -0.600], [0.131, 0.102, 0.327], [-0.298, -0.161, -0.094], [0.322, 0.114, -0.391], [-0.077, 0.029, 0.527], [-0.067, -0.051, -0.177], [-0.074, 0.149, -0.117], [0.080, -0.174, -0.085], [0.167, -0.228, 0.228], [0.281, -0.046, -0.136], [-0.572, 0.161, 0.234], [0.706, -1.101, -0.069], [-0.098, 0.164, -0.078], [-0.122, -0.003, -0.120], [0.018, 0.170, 0.066], [0.264, -0.046, 0.247], [-0.103, 0.330, 0.087], [-0.023, -0.494, -0.376], [0.104, 0.185, 0.368], [-0.136, 0.005, -0.154], [0.038, 0.041, -0.157], [-0.158, -0.079, 0.022], [0.060, -0.245, -0.261], [-0.044, 0.118, 0.149], [0.264, 0.342, -0.003], [-0.257, -0.529, -0.133], [-0.007, 0.138, 0.144], [0.110, 0.004, 0.151], [-0.093, 0.121, -0.033], [0.139, 0.149, -0.240], [-0.190, 0.208, 0.014], [0.216, -0.508, 0.245], [-0.037, 0.341, -0.277], [-0.046, -0.105, 0.175], [-0.105, -0.114, -0.071], [0.072, 0.049, 0.160], [-0.149, 0.177, -0.045], [-0.225, -0.007, 0.063], [0.505, -0.068, -0.269], [-0.375, 0.092, 0.268], [0.087, -0.180, -0.045], [-0.461, -0.186, -0.527], [0.137, -0.069, 0.125], [0.313, -0.121, 0.015], [0.060, 0.410, -0.124], [-0.355, -0.502, 0.103], [0.832, 0.436, 0.447], [-0.204, 0.049, -0.002], [-0.079, -0.050, -0.162], [-0.127, 0.021, 0.150], [-0.055, -0.140, 0.356], [0.054, 0.027, 0.173], [-0.837, -0.433, 0.123], [0.210, -0.100, 0.475], [0.029, 0.074, -0.193], [0.059, -0.103, -0.153], [-0.073, 0.166, -0.047], [-0.127, 0.334, 0.043], [-0.194, -0.147, 0.072], [0.506, -0.056, -0.287], [-0.439, 0.108, 0.226], [0.059, -0.189, -0.078], [-0.010, -0.073, -0.182], [0.126, -0.056, 0.098]]
}